Entry A
Computed, not measured: a 2-piece molecular cluster, C10H15NO2 overall, with wB97M-V/def2-TZVPD.

ORCA input file:
```
! wB97M-V def2-TZVPD RIJCOSX def2/J DEFGRID3
* xyz 0 1
C 1.354 2.921 -2.936
C 0.474 1.870 -2.300
C -0.476 2.251 -1.347
C -1.252 1.319 -0.679
C -1.193 -0.007 -1.083
O -1.922 -0.952 -0.378
C -0.323 -0.396 -2.089
C 0.513 0.542 -2.693
H 1.684 2.638 -3.932
H 2.272 3.010 -2.329
H 0.887 3.907 -2.934
H -0.558 3.304 -1.111
H -1.927 1.616 0.116
H -2.615 -1.361 -0.920
H -0.276 -1.453 -2.339
H 1.249 0.199 -3.414
C 0.739 0.389 3.330
C 0.774 -0.493 2.069
C 0.408 -1.940 2.373
N 0.323 -2.723 1.260
O 0.199 -2.370 3.485
H -0.124 1.066 3.325
H 1.559 1.104 3.368
H 0.660 -0.184 4.242
H -0.022 -0.134 1.418
H 1.738 -0.423 1.570
H 0.247 -3.718 1.381
H 0.693 -2.412 0.374
*
```

As for the SMILES: Cc1ccc(O)cc1.CCC(N)=O. The frontier orbital gap is 9.6509 eV. For the HOMO energy, the calculation gives -8.97 eV. Its LUMO energy is 0.02514 hartree.



Entry B
Computed, not measured: a 2-piece molecular cluster, C10H15NO2 overall, with wB97M-V/def2-TZVPD.

ORCA input file:
```
! wB97M-V def2-TZVPD RIJCOSX def2/J DEFGRID3
* xyz 0 1
C 2.742 0.034 1.577
C 2.283 1.020 0.563
C 2.641 2.344 0.423
C 2.162 3.197 -0.585
C 1.107 2.668 -1.317
O 0.599 3.324 -2.432
C 0.695 1.323 -1.310
C 1.320 0.544 -0.368
H 2.296 -0.947 1.530
H 2.514 0.343 2.622
H 3.823 -0.006 1.732
H 3.256 2.728 1.234
H 2.525 4.211 -0.608
H 0.976 4.169 -2.585
H -0.036 0.956 -2.000
H 1.044 -0.501 -0.245
C -2.153 -0.653 0.193
C -3.000 -1.775 -0.433
C -3.074 -2.958 0.535
N -2.034 -3.836 0.370
O -4.019 -3.162 1.265
H -1.295 -0.412 -0.430
H -1.647 -1.014 1.105
H -2.644 0.210 0.636
H -3.999 -1.375 -0.617
H -2.688 -2.138 -1.412
H -2.070 -4.725 0.834
H -1.324 -3.570 -0.277
*
```

As for the SMILES: Cc1ccc(O)cc1.CCC(N)=O. The frontier orbital gap is 9.1039 eV. For the HOMO energy, the calculation gives -8.44 eV. Its LUMO energy is 0.02422 hartree.



Entry C
Computed, not measured: a 2-piece molecular cluster, C10H15NO2 overall, with wB97M-V/def2-TZVPD.

ORCA input file:
```
! wB97M-V def2-TZVPD RIJCOSX def2/J DEFGRID3
* xyz 0 1
C 2.181 -2.754 1.112
C 1.021 -1.938 0.490
C -0.211 -2.249 1.159
C -1.368 -1.742 0.577
C -1.219 -1.047 -0.693
O -2.394 -0.591 -1.131
C 0.033 -0.803 -1.302
C 1.188 -1.121 -0.687
H 2.300 -2.464 2.163
H 3.121 -2.754 0.451
H 1.765 -3.691 1.193
H -0.229 -2.622 2.158
H -2.391 -1.717 1.125
H -3.138 -0.590 -0.368
H -0.085 -0.146 -2.340
H 2.209 -0.774 -1.069
C -0.970 3.359 -1.084
C -0.885 2.163 -0.104
C 0.592 1.875 0.200
N 0.663 1.435 1.488
O 1.634 2.205 -0.389
H -0.420 4.265 -0.695
H -1.964 3.660 -1.103
H -0.703 3.038 -2.088
H -1.369 2.628 0.790
H -1.364 1.165 -0.503
H 1.594 1.403 2.019
H -0.067 1.181 1.999
*
```

As for the SMILES: Cc1ccc(O)cc1.CCC(N)=O. The frontier orbital gap is 8.5280 eV. For the HOMO energy, the calculation gives -8.03 eV. Its LUMO energy is 0.01813 hartree.



Of them, the most stable is entry A and the least stable is entry C.